Entry 1:
Entry from OMol25: C27H27Br42NO3 as an isolated structure (ωB97M-V with the def2-TZVPD basis set).

Summary:
HOMO energy	-8.795	eV
Kohn-Sham gap	8.5	eV
energy above the lowest of the compared OMol25 structures with the same formula, charge and spin	0.0	kcal per mole
LUMO level	-0.290	eV
total charge	0
2S+1	1

Element x y z (Å)
C 0.978 -1.340 0.873
C 0.802 0.164 0.827
C 1.766 1.085 1.263
C 1.479 2.431 1.140
C 0.277 2.913 0.641
C -0.691 2.005 0.238
C -2.050 2.443 -0.293
C -3.180 1.576 0.293
C -4.629 1.985 -0.016
C -5.305 1.080 1.034
N -4.972 -0.368 0.947
C -5.256 -0.920 -0.113
O -5.200 -1.461 -1.140
O -4.606 1.520 2.219
C -3.259 1.474 1.825
O -2.411 1.365 2.645
C -0.399 0.646 0.324
H 0.142 -1.806 1.400
H 0.966 -1.741 -0.145
H 1.905 -1.639 1.361
H 2.711 0.763 1.681
H 2.219 3.163 1.451
H 0.069 3.972 0.554
H -2.059 2.262 -1.372
H -2.216 3.511 -0.141
H -3.091 0.638 -0.252
H -5.024 1.760 -1.009
H -4.912 2.986 0.304
H -6.376 1.190 1.144
H -1.112 -0.105 -0.003
C 3.071 -1.715 4.810
Br 1.222 -1.287 4.508
Br 4.188 -0.772 3.560
Br 3.584 -1.418 6.642
H 3.206 -2.768 4.611
C -8.693 0.781 4.415
Br -9.946 2.116 3.813
Br -9.263 -1.001 3.953
Br -6.905 1.117 3.779
H -8.669 0.837 5.494
C 6.804 -2.137 0.700
Br 6.570 -2.772 -1.099
Br 8.565 -2.528 1.375
Br 6.389 -0.262 0.843
H 6.098 -2.668 1.324
C -9.464 2.570 8.089
Br -10.816 3.783 7.451
Br -9.957 0.731 7.794
Br -7.741 2.959 7.324
H -9.383 2.715 9.158
C 7.652 0.040 -4.433
Br 5.931 0.001 -3.568
Br 9.058 -0.551 -3.254
Br 7.647 -0.957 -6.079
H 7.859 1.071 -4.681
C -10.394 -3.469 7.644
Br -11.724 -2.245 6.972
Br -10.881 -5.297 7.285
Br -8.631 -3.048 6.994
H -10.363 -3.353 8.717
C -6.109 5.456 2.501
Br -4.997 4.701 3.877
Br -5.056 6.241 1.088
Br -7.362 4.165 1.813
H -6.685 6.252 2.951
C -2.329 -2.852 5.869
Br -4.063 -2.816 6.702
Br -0.979 -3.514 7.071
Br -2.348 -3.831 4.210
H -2.072 -1.829 5.631
C -9.243 -1.440 -2.518
Br -8.000 -0.759 -1.211
Br -8.340 -1.996 -4.124
Br -10.335 -2.845 -1.787
H -9.903 -0.628 -2.786
C 10.144 -3.599 -8.340
Br 8.270 -3.227 -8.622
Br 11.239 -2.611 -9.574
Br 10.677 -3.295 -6.515
H 10.297 -4.648 -8.544
C 12.930 0.503 -11.053
Br 11.056 0.874 -11.325
Br 14.036 1.486 -12.284
Br 13.455 0.799 -9.225
H 13.082 -0.548 -11.261
C 7.084 -0.197 -11.073
Br 5.794 -1.055 -9.929
Br 6.627 -0.396 -12.932
Br 7.335 1.653 -10.595
H 8.031 -0.700 -10.920
C -5.897 3.331 11.379
Br -7.214 4.597 10.769
Br -6.450 1.519 11.023
Br -4.160 3.704 10.641
H -5.821 3.439 12.451
C 15.247 -3.710 -11.096
Br 13.771 -3.429 -12.306
Br 16.530 -2.280 -11.211
Br 14.640 -3.968 -9.287
H 15.745 -4.618 -11.403

Mulliken population analysis, charges in e, atoms 1 to 5: C -1.36; C 0.45; C -0.41; C -0.66; C -0.84

Entry 2:
Entry from OMol25: C27H27BrIrN7O2SSe2 as an isolated structure (ωB97M-V with the def2-TZVPD basis set).

Summary:
HOMO energy (spin up / spin down)	-14.761 / -14.681	eV
Kohn-Sham gap (spin up / spin down)	5.5 / 3.1	eV
energy above the lowest of the compared OMol25 structures with the same formula, charge and spin	18.0	kcal per mole
LUMO level (spin up / spin down)	-9.236 / -11.557	eV
total charge	+3
2S+1	6

Element x y z (Å)
Ir -1.513 0.395 0.395
O -1.315 -3.051 -1.054
C -0.183 -3.629 -1.173
C 0.002 -4.735 -2.056
C 1.156 -5.474 -2.027
C 2.194 -5.124 -1.162
C 2.085 -3.986 -0.357
C 0.940 -3.224 -0.362
C 0.810 -1.977 0.485
O -0.489 -1.758 0.932
N 1.247 -0.803 -0.295
N 0.937 0.400 0.205
C 1.788 1.371 0.071
C 1.574 2.712 0.463
Br -0.233 3.168 0.946
C 2.476 3.742 0.492
C 3.902 3.712 0.450
C 4.578 4.911 0.119
C 5.952 4.965 0.104
C 6.700 3.847 0.462
C 6.052 2.666 0.827
C 4.678 2.591 0.815
H -1.062 -2.250 0.255
H -0.820 -4.989 -2.705
H 1.257 -6.342 -2.658
H 3.080 -5.735 -1.102
H 2.909 -3.716 0.287
H 1.458 -2.063 1.377
H 2.177 -0.911 -0.704
H 2.749 1.180 -0.408
H 2.058 4.736 0.603
H 4.006 5.784 -0.156
H 6.446 5.882 -0.175
H 7.778 3.893 0.477
H 6.634 1.813 1.141
H 4.194 1.689 1.158
N -1.391 0.612 2.869
N -2.392 1.408 3.442
C -3.337 2.033 2.721
N -4.225 2.786 3.349
S -3.469 1.867 1.032
H -1.405 -0.324 3.274
H -0.474 1.021 3.055
H -2.352 1.574 4.445
H -4.215 2.940 4.348
H -4.937 3.262 2.814
Se -4.301 -0.211 -1.484
Se -2.833 -1.607 -2.572
C -1.556 -0.229 -2.966
C -1.063 -0.163 -4.263
C -0.274 0.917 -4.622
C -0.036 1.897 -3.667
C -0.549 1.728 -2.391
N -1.272 0.671 -2.021
C -4.376 -1.367 0.075
C -5.453 -2.213 0.276
C -5.389 -3.105 1.337
C -4.261 -3.095 2.145
C -3.247 -2.189 1.869
N -3.297 -1.338 0.848
H -1.324 -0.931 -4.977
H 0.111 1.010 -5.625
H 0.531 2.781 -3.910
H -0.401 2.496 -1.648
H -6.306 -2.176 -0.385
H -6.197 -3.800 1.514
H -4.163 -3.775 2.977
H -2.349 -2.174 2.467

Mulliken population analysis, charges in e, atoms 1 to 5: Ir 2.48; O -0.51; C 0.71; C -0.47; C -0.63

Entry 3:
Entry from OMol25: C27H27BrN8O3S3Zr as an isolated structure (ωB97M-V with the def2-TZVPD basis set).

Summary:
HOMO energy	-1.003	eV
Kohn-Sham gap	4.4	eV
energy above the lowest of the compared OMol25 structures with the same formula, charge and spin	51.2	kcal per mole
LUMO level	3.432	eV
total charge	-2
2S+1	1

Element x y z (Å)
Zr -0.782 -0.335 0.139
C 1.154 3.148 1.915
C 1.232 1.758 1.366
O 0.115 1.125 1.268
C 2.445 1.203 1.036
C 2.578 -0.176 0.663
C 3.945 -0.772 0.519
N 1.518 -0.907 0.514
N 1.725 -2.263 0.219
C 0.612 -2.878 0.484
O -0.428 -2.293 0.973
C 0.544 -4.348 0.194
C -0.690 -4.977 0.303
C -0.805 -6.345 0.043
C 0.314 -7.086 -0.321
C 1.551 -6.453 -0.437
C 1.666 -5.091 -0.181
H 0.274 3.243 2.552
H 1.032 3.855 1.089
H 2.058 3.397 2.480
H 3.339 1.801 1.157
H 4.701 -0.064 0.859
H 4.133 -1.026 -0.528
H 4.017 -1.697 1.093
H -1.556 -4.372 0.566
H -1.775 -6.828 0.124
H 0.227 -8.152 -0.510
H 2.428 -7.025 -0.724
H 2.618 -4.579 -0.264
N -1.536 -2.768 -3.260
C -1.343 -1.681 -2.475
O -0.353 -1.649 -1.719
C -2.075 -0.414 -2.785
C -2.024 0.544 -1.584
H -1.124 -3.599 -2.861
H -2.502 -2.897 -3.516
H -3.083 -0.660 -3.113
H -1.539 -0.008 -3.653
H -3.012 0.668 -1.180
H -1.706 1.522 -1.906
S -2.636 -0.028 1.992
C -2.557 1.440 2.988
C -2.950 1.265 4.317
C -2.973 2.283 5.269
C -3.458 2.018 6.615
N -3.849 1.807 7.679
C -2.539 3.556 4.883
C -2.159 3.774 3.574
C -2.201 2.779 2.552
S -1.825 3.233 0.936
C -2.466 4.652 5.848
N -2.401 5.514 6.607
H -3.253 0.271 4.626
H -1.836 4.762 3.284
C 1.902 4.764 -3.740
C 0.723 3.794 -3.921
C 0.996 2.446 -3.319
N 0.658 2.103 -2.139
N 1.027 0.799 -1.776
C 1.692 0.199 -2.725
N 2.277 -1.032 -2.658
S 1.874 1.188 -4.147
H 1.681 5.736 -4.193
H 2.810 4.365 -4.205
H 2.101 4.914 -2.675
H 0.501 3.675 -4.984
H -0.166 4.187 -3.429
H 1.983 -1.613 -1.873
H 2.311 -1.531 -3.525
Br -3.160 -2.244 -0.404

Mulliken population analysis, charges in e, atoms 1 to 5: Zr 0.15; C -1.57; C 1.31; O -0.29; C -1.86

Entry 4:
Entry from OMol25: C27H27BrN8O3S3Zr as an isolated structure (ωB97M-V with the def2-TZVPD basis set).

Summary:
HOMO energy	-1.734	eV
Kohn-Sham gap	5.9	eV
energy above the lowest of the compared OMol25 structures with the same formula, charge and spin	11.4	kcal per mole
LUMO level	4.172	eV
total charge	-2
2S+1	1

Element x y z (Å)
Zr 0.192 0.718 0.509
C 3.505 2.562 -1.885
C 2.583 2.552 -0.692
O 1.802 1.532 -0.631
C 2.610 3.571 0.217
C 1.845 3.603 1.431
C 2.132 4.734 2.386
N 0.970 2.698 1.732
N 0.386 2.889 2.988
C -0.446 1.929 3.231
O -0.726 0.961 2.435
C -1.173 1.943 4.536
C -0.887 2.882 5.525
C -1.586 2.872 6.721
C -2.580 1.924 6.942
C -2.866 0.987 5.959
C -2.165 0.994 4.760
H 2.907 2.531 -2.799
H 4.124 1.663 -1.879
H 4.147 3.443 -1.897
H 3.312 4.378 0.055
H 2.861 5.419 1.955
H 2.515 4.336 3.327
H 1.214 5.270 2.629
H -0.109 3.608 5.331
H -1.356 3.604 7.487
H -3.126 1.916 7.879
H -3.637 0.245 6.125
H -2.368 0.275 3.976
N -2.671 3.538 -1.277
C -1.769 2.541 -1.070
O -1.085 2.561 -0.044
C -1.614 1.480 -2.115
C -0.496 0.516 -1.742
H -2.918 4.081 -0.465
H -3.390 3.376 -1.960
H -1.488 1.988 -3.083
H -2.583 0.970 -2.155
H 0.397 0.719 -2.334
H -0.797 -0.501 -1.992
S -2.568 -0.138 0.513
C -2.481 -1.613 -0.381
C -3.580 -2.096 -1.104
C -3.529 -3.277 -1.834
C -4.687 -3.707 -2.558
N -5.631 -4.045 -3.125
C -2.338 -4.023 -1.852
C -1.243 -3.562 -1.128
C -1.282 -2.380 -0.392
S 0.128 -1.904 0.516
C -2.218 -5.229 -2.612
N -2.089 -6.197 -3.225
H -4.497 -1.521 -1.094
H -0.322 -4.130 -1.143
C 2.567 -5.486 -4.549
C 1.614 -4.942 -3.485
C 2.083 -3.660 -2.875
N 1.491 -2.530 -3.053
N 2.067 -1.502 -2.365
C 3.110 -1.848 -1.693
N 3.857 -0.971 -0.942
S 3.476 -3.548 -1.830
H 2.174 -6.407 -4.981
H 3.552 -5.698 -4.128
H 2.697 -4.757 -5.351
H 1.466 -5.688 -2.701
H 0.634 -4.741 -3.917
H 3.288 -0.147 -0.746
H 4.118 -1.358 -0.043
Br 2.472 -0.205 1.968

Mulliken population analysis, charges in e, atoms 1 to 5: Zr -0.19; C -1.54; C 0.97; O 0.64; C -1.13

Entry 5:
Entry from OMol25: a 2-piece molecular cluster, C27H27ClF14O8S overall (ωB97M-V with the def2-TZVPD basis set).

Summary:
structure (SMILES)	O=C(Cl)C[C@@]1(CCCF)OS(=O)(=O)O[C@@]1(CCCc1ccccc1)CCC(F)(F)C(F)(F)C(F)(F)C(F)(F)C(F)(F)C(F)(F)F.O=C1OCCO1
HOMO energy	-9.141	eV
Kohn-Sham gap	9.5	eV
LUMO level	0.392	eV
total charge	0
2S+1	1

Element x y z (Å)
O -2.715 1.241 0.117
C -2.067 1.852 -0.639
Cl -1.758 3.584 -0.334
C -1.400 1.384 -1.887
C -1.618 -0.084 -2.278
C -3.064 -0.577 -2.276
C -4.063 0.317 -3.035
C -5.079 1.029 -2.165
F -5.578 0.178 -1.192
O -1.271 -0.043 -3.712
S -0.336 -1.224 -4.183
O 0.939 -0.694 -4.518
O -1.008 -2.034 -5.130
O -0.289 -1.974 -2.796
C -0.630 -1.122 -1.631
C -1.230 -2.154 -0.681
C -1.807 -1.672 0.642
C -2.133 -2.821 1.646
C -2.091 -4.211 1.062
C -0.899 -4.962 1.111
C -0.821 -6.253 0.579
C -1.952 -6.824 -0.012
C -3.147 -6.088 -0.071
C -3.219 -4.797 0.464
C 0.733 -0.541 -1.230
C 0.781 0.289 0.077
C 1.513 -0.453 1.179
F 2.834 -0.441 0.909
F 1.150 -1.767 1.206
C 1.295 0.057 2.648
F 0.334 -0.682 3.224
F 2.430 -0.122 3.340
C 0.848 1.527 2.861
F 0.810 1.721 4.196
F -0.397 1.686 2.401
C 1.765 2.632 2.242
F 1.121 3.169 1.194
F 2.917 2.114 1.793
C 2.110 3.816 3.186
F 0.999 4.349 3.674
F 2.693 4.728 2.385
C 3.123 3.483 4.345
F 4.266 4.108 4.141
F 2.624 3.885 5.496
F 3.370 2.193 4.415
H -0.347 1.636 -1.818
H -1.782 1.991 -2.705
H -3.048 -1.538 -2.780
H -3.433 -0.729 -1.272
H -3.565 1.079 -3.632
H -4.607 -0.296 -3.747
H -5.917 1.359 -2.776
H -4.682 1.913 -1.672
H -1.984 -2.716 -1.220
H -0.422 -2.855 -0.489
H -1.141 -0.999 1.166
H -2.723 -1.113 0.500
H -3.138 -2.660 2.026
H -1.438 -2.789 2.479
H -0.022 -4.523 1.571
H 0.116 -6.784 0.649
H -1.902 -7.823 -0.414
H -4.018 -6.538 -0.524
H -4.145 -4.238 0.419
H 1.005 0.126 -2.044
H 1.472 -1.332 -1.241
H 1.375 1.175 -0.124
H -0.223 0.562 0.369
O 4.562 2.666 -2.738
C 4.956 3.226 -1.771
O 6.257 3.498 -1.505
C 6.317 4.373 -0.374
C 5.000 4.088 0.318
O 4.164 3.683 -0.768
H 7.187 4.142 0.236
H 6.388 5.402 -0.729
H 5.077 3.261 1.026
H 4.577 4.951 0.821

Mulliken population analysis, charges in e, atoms 1 to 5: O -0.37; C 0.79; Cl -0.21; C -2.13; C 0.98

Entry 6:
Entry from OMol25: C27H27F10N5RuSSe2 as an isolated structure (ωB97M-V with the def2-TZVPD basis set).

Summary:
HOMO energy (spin up / spin down)	-10.253 / -10.009	eV
Kohn-Sham gap (spin up / spin down)	6.8 / 5.9	eV
energy above the lowest of the compared OMol25 structures with the same formula, charge and spin	25.3	kcal per mole
LUMO level (spin up / spin down)	-3.431 / -4.146	eV
total charge	+1
2S+1	2

Element x y z (Å)
Ru 0.073 0.381 0.673
C 0.144 -2.203 2.409
N 0.140 -0.733 2.472
C 1.442 -0.257 2.974
C 2.512 -0.653 2.000
N 2.028 -0.422 0.624
C 2.851 -1.024 -0.338
C 4.121 -1.598 -0.084
F 4.719 -1.521 1.115
C 4.884 -2.246 -1.041
F 6.060 -2.750 -0.697
C 4.445 -2.362 -2.342
F 5.168 -2.981 -3.258
C 3.232 -1.792 -2.653
F 2.769 -1.846 -3.898
C 2.487 -1.150 -1.686
F 1.353 -0.618 -2.135
C -0.978 -0.277 3.314
C -2.219 -0.220 2.457
N -1.901 0.587 1.275
C -2.995 0.991 0.514
C -4.279 0.413 0.570
F -4.530 -0.657 1.349
C -5.356 0.840 -0.187
F -6.518 0.206 -0.074
C -5.230 1.894 -1.072
F -6.254 2.304 -1.811
C -3.996 2.507 -1.154
F -3.812 3.544 -1.971
C -2.939 2.067 -0.378
F -1.813 2.802 -0.493
H 0.441 -2.607 3.382
H 0.840 -2.549 1.652
H -0.856 -2.560 2.184
H 1.648 -0.647 3.978
H 1.383 0.823 3.037
H 2.767 -1.704 2.140
H 3.417 -0.084 2.227
H -0.731 0.716 3.671
H -1.093 -0.927 4.187
H -3.022 0.230 3.047
H -2.561 -1.231 2.206
C 0.215 3.004 3.942
Se -0.029 2.738 2.034
C 1.579 3.606 1.394
C 1.286 3.916 -0.064
Se 0.975 2.300 -1.122
C 2.854 2.027 -1.497
H 1.069 2.455 4.334
H -0.698 2.680 4.436
H 0.345 4.072 4.098
H 2.424 2.924 1.495
H 1.777 4.506 1.977
H 2.126 4.423 -0.536
H 0.397 4.532 -0.184
H 3.258 2.995 -1.785
H 2.930 1.352 -2.337
H 3.383 1.629 -0.636
N -2.316 -2.676 -5.238
C -1.697 -3.288 -4.218
S -1.260 -4.860 -4.240
C -1.415 -2.403 -3.024
C -1.493 -1.021 -3.062
C -1.192 -0.284 -1.935
N -0.849 -0.836 -0.760
C -0.792 -2.179 -0.728
C -1.052 -2.980 -1.817
H -2.538 -3.225 -6.052
H -2.652 -1.731 -5.197
H -1.732 -0.472 -3.961
H -1.226 0.793 -1.968
H -0.541 -2.623 0.209
H -0.978 -4.056 -1.741

Mulliken population analysis, charges in e, atoms 1 to 5: Ru 0.27; C -1.76; N 1.10; C -0.17; C -1.41

The following max |F| values (in hartree/bohr) correspond, in order, to the records above: 0.0449 0.0362 0.0257 0.0117 0.0275 0.0249.